1.
Below is the ion C3H4NO4S with charge -1 at a distorted geometry, with properties calculated with ωB97M-V with the def2-TZVPD basis set.

Each line ends with the natural charge from an NBO analysis.
Element x y z (Å)
C (-0.0258, 1.1587, -0.0602)  0.6969
C (0.6125, -0.3806, 0.0590)  -0.6151
C (2.1438, -0.6927, -0.1203)  0.4847
N (-1.3320, 1.3012, 0.0713)  -0.8650
O (2.6529, -1.6127, -0.6957)  -0.5559
O (0.7940, 2.0760, -0.0442)  -0.6979
O (-2.2064, -0.9523, -1.2620)  -1.0094
O (-1.8914, -1.0677, 1.1879)  -0.9977
S (-2.4595, -0.3384, 0.0979)  1.6244
H (0.5636, -0.6697, 1.0041)  0.2288
H (0.0266, -1.0958, -0.5610)  0.2529
H (2.7478, 0.0870, 0.5596)  0.0760
H (-1.6261, 2.1869, -0.2362)  0.3773

Forces on the atoms, in the same order (eV/Å):
3.0 -1.6 1.4
0.2 1.1 -5.4
-0.8 2.9 1.3
0.3 -2.7 -0.1
-0.2 0.1 0.1
0.0 0.2 -0.7
-0.1 0.9 2.0
1.0 -1.0 1.5
-1.7 0.7 -3.5
-1.0 -1.2 4.5
0.4 0.5 0.5
-0.5 -1.4 -1.3
-0.8 1.3 -0.2

The calculation puts the orbital gap at 8.48 eV. The net charge is -1. The calculation puts the HOMO energy at -4.807 eV. As for the molar mass: 150.14 g/mol. The calculation puts the LUMO energy at 3.6699 eV.

2.
Below is a structure of composition C11H17IN2S2V at a distorted geometry, with properties calculated with ωB97M-V with the def2-TZVPD basis set.

Each line ends with the Mulliken spin population.
Element x y z (Å)
C (-0.7612, -0.2598, -2.6997)  -0.0003
C (0.7238, -3.0378, -0.7784)  0.0001
H (-1.3625, -1.0172, -3.2327)  0.0000
H (0.0572, 0.0263, -3.3873)  -0.0001
H (-1.4356, 0.5902, -2.5475)  0.0002
H (1.7182, -3.0791, -0.3147)  0.0002
H (0.0665, -3.8074, -0.3763)  0.0009
H (0.8286, -3.2281, -1.8652)  -0.0003
V (0.0222, -1.2227, -1.0809)  0.0029
C (1.9719, -0.8900, -1.7221)  -0.0005
H (2.7256, -1.3376, -1.0547)  -0.0004
H (2.1791, 0.1878, -1.8168)  -0.0010
H (2.0762, -1.3529, -2.7197)  -0.0001
I (-2.4642, -1.8198, -0.6663)  -0.0037
C (-0.4469, -3.6422, 1.9786)  0.0035
C (0.0963, -2.2671, 2.0879)  0.1024
N (0.2709, -1.3502, 1.1451)  -0.0387
C (0.6693, -0.1289, 1.6966)  0.1326
C (0.8481, -0.1874, 3.0712)  0.2372
S (0.4808, -1.7355, 3.7105)  0.0538
C (0.6024, 1.0557, 0.8909)  0.1167
C (0.7423, 2.3507, 1.3657)  0.2057
S (0.3397, 3.5308, 0.1980)  0.0623
C (0.0335, 2.2213, -0.9535)  0.1125
N (0.1621, 0.9972, -0.4475)  -0.0365
C (-0.3107, 2.7117, -2.3221)  0.0003
H (0.2904, -4.2974, 1.5064)  0.0133
H (-0.6231, -4.0163, 2.9942)  0.0023
H (-1.3896, -3.6428, 1.4209)  0.0069
H (1.1278, 0.6643, 3.6758)  0.0022
H (0.9753, 2.5877, 2.3942)  0.0025
H (-0.0532, 3.7847, -2.3594)  0.0034
H (0.2656, 2.1745, -3.0839)  0.0057
H (-1.3906, 2.6220, -2.5126)  0.0141

Forces on the atoms, in the same order (eV/Å):
0.0 -0.9 -1.8
0.5 -1.0 -1.2
0.3 0.2 0.1
-0.2 -0.1 0.4
0.3 -0.6 0.4
-0.4 0.0 -0.2
-0.1 0.4 -0.2
0.1 -0.2 0.0
-0.4 1.6 1.5
0.3 0.2 -0.2
-0.3 0.1 -0.2
-0.2 -0.4 -0.1
-0.1 0.1 0.3
-0.1 -0.1 0.1
0.2 0.0 0.4
0.0 0.5 -0.6
0.1 0.5 0.6
-0.7 -0.3 -0.8
0.1 -0.2 0.9
0.3 1.5 -1.0
-0.6 -0.4 -0.6
-0.2 1.0 0.2
0.4 -1.7 0.7
0.0 -0.6 0.5
0.5 0.5 0.6
0.2 0.2 0.1
-0.2 0.0 0.1
-0.1 -0.1 -0.3
0.2 0.0 0.0
0.1 -0.2 0.2
0.1 0.3 -0.1
-0.1 -0.5 -0.2
-0.3 0.2 0.1
0.3 0.0 0.0

Its spin multiplicity is 2. The calculation puts the orbital gap (spin up / spin down) at 6.93 / 4.12 eV. The net charge is +2. The calculation puts the HOMO energy (spin up / spin down) at -15.207 / -15.208 eV. As for the molar mass: 419.25 g/mol. The calculation puts the LUMO energy (spin up / spin down) at -8.2751 / -11.0895 eV.

3.
Below is an isolated molecule of C4HNO at a distorted geometry, with properties calculated with ωB97M-V with the def2-TZVPD basis set.

Each line ends with the natural charge from an NBO analysis.
Element x y z (Å)
O (1.0856, -1.0442, 0.2590)  -0.3765
C (0.2684, -0.0159, 0.3846)  0.3576
C (-0.1998, 0.6771, -0.7436)  -0.1932
C (-0.7125, 1.3581, -1.6033)  -0.0127
C (0.4772, -1.1715, 1.5438)  0.3830
N (0.2396, -1.7460, 2.5409)  -0.4094
H (-1.1585, 1.9426, -2.3814)  0.2511

Forces on the atoms, in the same order (eV/Å):
-0.2 0.1 0.1
-0.1 0.2 -0.3
-0.2 0.2 -0.3
0.2 -0.3 0.3
-0.1 -0.7 1.0
0.2 0.5 -0.9
0.1 -0.1 0.1

The calculation puts the orbital gap (spin up / spin down) at 7.05 / 7.04 eV. The calculation puts the HOMO energy (spin up / spin down) at -9.089 / -9.087 eV. As for the molar mass: 79.06 g/mol. The calculation puts the LUMO energy (spin up / spin down) at -2.0437 / -2.0460 eV.

4.
Below is a cluster of 2 separate species, C3H7N4O in total at a distorted geometry, with properties calculated with ωB97M-V with the def2-TZVPD basis set.

Each line ends with the Mulliken spin population.
Element x y z (Å)
C (0.5292, 0.8467, -1.9276)  0.3651
C (0.5937, 0.6638, -0.5627)  0.2189
C (-0.3601, -1.0746, -1.3787)  0.2330
N (0.0125, -0.5169, -0.2305)  -0.0474
N (-0.0886, -0.2688, -2.4099)  0.0048
N (-0.8888, -0.7415, 2.8847)  0.3610
N (0.1281, -0.3986, 2.2756)  0.7636
O (1.0889, 1.4653, 0.3963)  0.1301
H (0.8705, 1.6489, -2.5472)  0.0028
H (0.2314, 0.5872, 2.0067)  -0.0237
H (-0.3317, -0.4357, -3.3757)  -0.0040
H (-0.9436, -1.7329, 3.1452)  -0.0073
H (-1.6726, -0.1323, 3.1591)  -0.0068
H (-0.8762, -2.0101, -1.4498)  0.0126
H (1.7073, 2.0995, 0.0144)  -0.0026

Forces on the atoms, in the same order (eV/Å):
-0.2 -0.4 -2.4
0.0 -1.1 3.2
0.0 0.7 2.4
0.0 0.0 -0.9
0.6 1.5 -1.5
-5.2 -1.9 3.0
5.4 2.0 -2.3
-0.5 -1.2 -1.5
0.0 0.2 -0.3
-0.7 -0.5 0.7
0.1 0.0 -0.1
-0.2 0.8 -0.1
0.6 -0.4 -0.2
0.0 -0.4 -0.2
0.1 0.4 0.0

Its spin multiplicity is 3. The calculation puts the orbital gap (spin up / spin down) at 6.16 / 3.99 eV. The net charge is +1. The calculation puts the HOMO energy (spin up / spin down) at -9.569 / -12.086 eV. As for the molar mass: 115.12 g/mol. The calculation puts the LUMO energy (spin up / spin down) at -3.4047 / -8.0997 eV.

5.
Below is an isolated molecule of C2H5N5O at a distorted geometry, with properties calculated with ωB97M-V with the def2-TZVPD basis set.

Each line ends with the natural charge from an NBO analysis.
Element x y z (Å)
H (1.4149, -2.5625, 0.2509)  0.3476
N (0.3498, -2.2523, 0.1823)  -0.7196
C (0.2991, -0.9707, -0.0833)  0.4908
N (1.1139, 0.0526, -0.6618)  -0.5983
C (0.4191, 1.1404, -0.6197)  0.7075
N (0.9154, 2.3226, -0.8205)  -0.7721
O (-0.8540, 0.9016, -0.1414)  -0.4002
N (-0.9841, -0.5907, 0.1587)  -0.0011
N (-1.2140, -0.7975, 1.5164)  -0.6511
H (0.5373, 3.1227, -0.5816)  0.3930
H (2.0289, 2.5398, -0.5786)  0.4235
H (-0.4210, -1.3063, 1.7882)  0.3851
H (-2.3040, -1.1678, 1.8446)  0.3949

Forces on the atoms, in the same order (eV/Å):
-2.7 0.7 -0.8
5.3 0.7 0.2
1.8 -2.6 -2.2
0.4 -2.3 0.8
-2.0 -4.4 2.7
7.1 -0.3 -1.0
-0.1 2.1 -0.1
-2.3 2.7 0.5
-5.2 1.2 0.2
-3.6 4.3 1.3
-3.8 -1.9 -1.2
0.5 -1.4 1.3
4.6 1.2 -1.8

As for the SMILES: [H]/N=c1\nc(N)on1N. The calculation puts the orbital gap at 9.23 eV. The calculation puts the HOMO energy at -8.892 eV. As for the molar mass: 115.10 g/mol. The calculation puts the LUMO energy at 0.3410 eV.

6.
Below is an isolated molecule of C5H5N3O4 at a distorted geometry, with properties calculated with ωB97M-V with the def2-TZVPD basis set.

Each line ends with the natural charge from an NBO analysis.
Element x y z (Å)
C (1.3290, -0.1897, 1.7272)  -0.6750
C (0.5737, -0.0540, 0.3995)  0.3365
N (1.2704, 0.6279, -0.6105)  -0.6193
C (0.7273, 0.5578, -1.8762)  0.7620
O (1.2775, 1.2051, -2.7852)  -0.6191
N (-0.4566, 0.0069, -2.1406)  -0.6036
C (-1.3415, -0.2194, -1.1412)  0.6439
O (-2.4607, -0.3250, -1.5989)  -0.5535
C (-0.8110, -0.2742, 0.2693)  -0.1210
N (-1.5830, -0.6170, 1.3849)  0.4834
O (-2.5577, 0.1534, 1.7707)  -0.3551
O (-1.3036, -1.6941, 1.9014)  -0.3288
H (1.4153, -1.2636, 2.0514)  0.2692
H (2.3117, 0.2532, 1.7211)  0.2352
H (0.6961, 0.4051, 2.3961)  0.2454
H (1.6929, 1.5363, -0.3881)  0.4453
H (-0.7799, -0.1085, -3.0809)  0.4546

Forces on the atoms, in the same order (eV/Å):
-1.4 -0.5 -0.4
-1.2 0.9 1.4
-1.5 -1.7 0.5
2.7 4.1 -3.7
-0.1 -1.1 1.2
1.8 -1.1 2.0
-2.6 0.1 -0.4
-1.1 -0.7 2.0
3.4 1.1 -2.7
-3.9 0.0 2.2
3.7 -2.5 -1.6
-0.3 1.1 0.1
-0.3 1.2 -0.3
0.3 0.1 -0.4
0.3 -0.5 0.6
0.2 -0.9 -0.2
-0.1 0.3 -0.3

As for the SMILES: Cc1[nH]c(=O)[nH]c(=O)c1[N+](=O)[O-]. The calculation puts the orbital gap at 9.09 eV. The calculation puts the HOMO energy at -10.147 eV. As for the molar mass: 171.11 g/mol. The calculation puts the LUMO energy at -1.0554 eV.

7.
Below is an isolated molecule of C8H6BrF2N at a distorted geometry, with properties calculated with ωB97M-V with the def2-TZVPD basis set.

Each line ends with the natural charge from an NBO analysis.
Element x y z (Å)
C (0.1753, -1.0967, 1.7064)  -0.6091
C (-0.1687, -0.8380, 0.1960)  -0.1601
C (-0.7809, -1.8842, -0.5029)  0.2523
N (-1.3648, -2.6434, -1.1073)  -0.2688
C (-1.3483, 0.4692, 0.2291)  -0.1065
Br (-3.1585, 0.1421, 0.6971)  0.1369
C (-1.0195, 1.5327, -0.4385)  0.3028
F (-1.9170, 2.6153, -0.5329)  -0.3355
C (0.3518, 1.9221, -0.8171)  -0.2511
C (1.2880, 1.0202, -0.9344)  -0.1917
C (1.0362, -0.3728, -0.7379)  0.1769
F (2.2355, -0.9756, -0.2689)  -0.3617
H (0.2088, -0.1364, 2.3646)  0.2366
H (1.1146, -1.5748, 1.9317)  0.2436
H (-0.6097, -1.7873, 2.0611)  0.2354
H (0.6872, 3.0225, -0.9770)  0.2537
H (2.3343, 1.2637, -1.1154)  0.2414
H (0.9357, -0.6786, -1.7536)  0.2049

Forces on the atoms, in the same order (eV/Å):
-0.7 1.0 0.7
0.2 4.6 1.3
-0.4 -0.3 0.5
-0.9 -1.6 -1.1
0.7 -3.9 -0.5
0.9 -0.1 0.1
0.0 4.1 0.0
1.2 -1.7 -0.1
0.1 2.7 -0.5
1.3 1.3 1.0
0.5 -1.7 1.2
-0.8 0.2 -0.1
-0.4 -1.5 -1.5
0.4 -0.3 -0.6
0.2 0.6 0.2
-1.3 -2.0 0.3
-0.3 0.1 -0.2
-0.6 -1.4 -0.7

As for the SMILES: C[C@@]1(C#N)C(Br)=C(F)C=C[C@H]1F. The calculation puts the orbital gap at 9.45 eV. The calculation puts the HOMO energy at -9.523 eV. As for the molar mass: 234.04 g/mol. The calculation puts the LUMO energy at -0.0754 eV.

8.
Below is an isolated molecule of C3H4N4O at a distorted geometry, with properties calculated with ωB97M-V with the def2-TZVPD basis set.

Each line ends with the natural charge from an NBO analysis.
Element x y z (Å)
C (1.7260, 0.6344, 0.1682)  -0.7528
C (1.0278, -0.6420, -0.1221)  0.6595
O (1.4287, -1.8451, 0.0295)  -0.4732
N (-0.3299, -0.4846, -0.2519)  -0.0836
N (-1.1249, 0.7185, -0.2546)  -0.2924
C (-2.2660, 0.2142, 0.1471)  0.1201
N (-2.2969, -1.2615, 0.2086)  -0.2711
N (-0.9499, -1.4817, -0.1864)  0.0744
H (1.5457, 1.1929, 1.0260)  0.2715
H (1.4345, 1.5913, -0.4810)  0.2678
H (2.9089, 0.5359, -0.1834)  0.2580
H (-3.1039, 0.8276, -0.1001)  0.2217

Forces on the atoms, in the same order (eV/Å):
4.1 1.9 -5.2
3.4 -3.8 2.1
-0.5 5.6 -1.1
0.0 7.0 -1.6
1.2 -1.4 1.6
0.7 -2.9 -2.2
4.3 3.5 -2.1
-9.1 -7.4 3.1
-0.1 -0.3 2.5
0.0 -2.5 0.3
-3.1 0.1 1.7
-0.9 0.1 1.0

As for the SMILES: CC(=O)n1ncnn1. The calculation puts the orbital gap at 10.13 eV. The calculation puts the HOMO energy at -10.915 eV. As for the molar mass: 112.09 g/mol. The calculation puts the LUMO energy at -0.7813 eV.

> Among the records above, which one has the highest molar mass?

C11H17IN2S2V

What did the first record say?
Below is the ion C3H4NO4S with charge -1 at a distorted geometry, with properties calculated with ωB97M-V with the def2-TZVPD basis set.

Each line ends with the natural charge from an NBO analysis.
Element x y z (Å)
C (-0.0258, 1.1587, -0.0602)  0.6969
C (0.6125, -0.3806, 0.0590)  -0.6151
C (2.1438, -0.6927, -0.1203)  0.4847
N (-1.3320, 1.3012, 0.0713)  -0.8650
O (2.6529, -1.6127, -0.6957)  -0.5559
O (0.7940, 2.0760, -0.0442)  -0.6979
O (-2.2064, -0.9523, -1.2620)  -1.0094
O (-1.8914, -1.0677, 1.1879)  -0.9977
S (-2.4595, -0.3384, 0.0979)  1.6244
H (0.5636, -0.6697, 1.0041)  0.2288
H (0.0266, -1.0958, -0.5610)  0.2529
H (2.7478, 0.0870, 0.5596)  0.0760
H (-1.6261, 2.1869, -0.2362)  0.3773

Forces on the atoms, in the same order (eV/Å):
3.0 -1.6 1.4
0.2 1.1 -5.4
-0.8 2.9 1.3
0.3 -2.7 -0.1
-0.2 0.1 0.1
0.0 0.2 -0.7
-0.1 0.9 2.0
1.0 -1.0 1.5
-1.7 0.7 -3.5
-1.0 -1.2 4.5
0.4 0.5 0.5
-0.5 -1.4 -1.3
-0.8 1.3 -0.2

The calculation puts the orbital gap at 8.48 eV. The net charge is -1. The calculation puts the HOMO energy at -4.807 eV. As for the molar mass: 150.14 g/mol. The calculation puts the LUMO energy at 3.6699 eV.

> The highest molar mass belongs to which entry?

C11H17IN2S2V